C20H27N5O4 | wB97M-V/def2-TZVPD

Its spin multiplicity is 1. As for the structure (SMILES): Cc1c/c(=N\[C@H]2CC[C@@]3(CC2)CN(C(=O)c2conc2C)CCO3)[nH]c(CO)n1. The LUMO energy comes out at 0.0217 hartree. The calculation puts the HOMO-LUMO gap at 8.684 eV. The energy comes out at -36818.012 eV. The value obtained for the highest occupied orbital energy is -8.09 eV. For the energy relative to the best compared isomer or geometry (same formula, charge and spin), the calculation gives 29.67 kcal/mol.

Geometry as XYZ:
```
56
Properties=species:S:1:pos:R:3:lowdin_charge:R:1
C -4.3485 2.4615 -0.5775 -0.039
C -4.3359 1.2325 0.2749 -0.313
C -3.2959 0.3696 0.2775 0.043
C -3.3239 -0.8313 1.0961 -0.311
N -2.5181 -1.8041 1.2457 0.108
C -1.1517 -1.8064 0.7517 -0.353
C -1.0704 -2.3660 -0.6696 -0.132
C 0.3778 -2.5552 -1.1110 -0.109
C 1.1989 -1.2839 -0.9419 -0.451
C 1.1201 -0.8060 0.5113 -0.105
C -0.3231 -0.5296 0.9195 -0.133
C 2.6421 -1.5249 -1.3742 -0.062
N 3.3830 -0.2732 -1.4553 -0.022
C 4.3415 -0.0086 -0.5225 -0.399
O 4.5774 -0.7646 0.4075 0.074
C 5.1521 1.2271 -0.6716 -0.076
C 5.7217 1.7929 -1.7593 -0.065
O 6.4908 2.8202 -1.4073 -0.016
N 6.4426 2.9589 -0.0241 0.127
C 5.6668 2.0103 0.4121 -0.289
C 5.4043 1.8491 1.8687 -0.012
C 2.7547 0.6952 -2.3406 -0.110
C 1.3049 0.8989 -1.9228 -0.168
O 0.6069 -0.3256 -1.8410 -0.077
N -4.5402 -0.9362 1.7930 0.180
C -5.5312 -0.0252 1.7386 -0.310
C -6.7588 -0.3419 2.5494 -0.175
O -7.3871 -1.4995 2.0055 -0.047
N -5.4826 1.0570 1.0348 0.148
H -3.4392 2.5512 -1.1688 0.074
H -5.2118 2.4387 -1.2438 0.083
H -4.4552 3.3443 0.0546 0.083
H -2.4628 0.5376 -0.3844 0.097
H -0.6426 -2.5467 1.3844 0.138
H -1.6052 -3.3162 -0.7040 0.117
H -1.5764 -1.6859 -1.3609 0.116
H 0.8491 -3.3426 -0.5140 0.133
H 0.4219 -2.8667 -2.1573 0.125
H 1.5514 -1.5907 1.1394 0.135
H 1.7457 0.0750 0.6677 0.112
H -0.6999 0.2912 0.3125 0.089
H -0.3689 -0.2071 1.9625 0.126
H 3.1513 -2.1818 -0.6737 0.135
H 2.6385 -1.9844 -2.3677 0.142
H 5.6882 1.5638 -2.8121 0.143
H 5.7582 0.8764 2.2049 0.085
H 5.9052 2.6406 2.4212 0.082
H 4.3335 1.8910 2.0706 0.087
H 3.2795 1.6451 -2.3014 0.114
H 2.7897 0.3143 -3.3662 0.134
H 1.2718 1.4345 -0.9659 0.126
H 0.7828 1.5017 -2.6665 0.131
H -4.6504 -1.7826 2.3334 0.157
H -6.4857 -0.5489 3.5883 0.122
H -7.3973 0.5387 2.5165 0.122
H -8.2895 -1.2813 1.7631 0.087
```